Molecular formula: C35H78CdN3O11
Method: DFT, ωB97M-V with the def2-TZVPD basis set

Computed properties:
Gap between HOMO and LUMO: 5.25 eV
E_tot: -69106.1377 eV
E_HOMO: -9.514 eV
Lowest unoccupied orbital energy: -4.26 eV
Charge: +1
ΔE to the lowest compared entry with this formula, charge and spin: 140.80 kJ/mol

```
128
Properties=species:S:1:pos:R:3:forces:R:3:mulliken_charge:R:1
Cd -3.786 -2.763 1.039 0.187 -0.439 -0.608 0.375
C -1.212 -0.497 -1.151 -0.526 -0.343 0.157 -0.899
C -2.182 -1.368 -0.419 -0.219 -0.062 0.128 1.216
O -3.346 -1.575 -0.880 -0.311 0.099 -0.046 -0.886
O -1.854 -1.927 0.668 1.067 0.430 0.263 -0.310
H -1.411 -0.693 -2.204 0.522 0.230 -0.102 0.676
H -0.209 -0.716 -0.797 0.112 -0.007 -0.343 0.058
H -1.434 0.548 -0.934 -0.100 0.004 -0.047 0.306
C -5.801 -0.648 -2.982 -1.175 0.758 0.829 -0.188
C -6.966 -1.662 -2.870 1.460 0.120 -1.016 -0.358
O -6.436 -2.984 -2.717 -0.389 -0.138 0.459 -0.512
O -5.728 0.107 -1.752 0.284 -0.245 0.060 -0.561
H -6.044 0.109 -3.728 0.106 -0.134 -0.187 0.324
H -4.848 -1.119 -3.208 -0.056 -0.183 -0.075 0.152
H -7.509 -1.694 -3.814 -0.167 0.040 0.106 0.319
H -7.609 -1.321 -2.061 -0.144 -0.250 0.042 0.261
H -6.302 -3.156 -1.782 -0.030 0.014 0.003 0.247
H -5.056 -0.289 -1.186 0.233 -0.028 -0.230 0.301
C -1.043 -5.973 0.875 -0.596 0.647 0.625 -0.435
C -2.535 -5.724 1.005 0.555 -1.727 -1.053 -0.449
O -2.874 -4.628 0.134 -0.794 0.307 0.507 -0.201
O -0.352 -4.863 1.411 0.181 -0.231 0.162 -0.388
H -0.779 -6.153 -0.171 -0.005 -0.099 -0.016 0.237
H -0.832 -6.863 1.470 0.402 0.102 -0.035 0.407
H -2.825 -5.579 2.044 -0.046 0.621 -0.118 0.174
H -3.051 -6.623 0.648 -0.169 0.115 0.122 0.396
H -3.084 -4.960 -0.747 0.014 0.059 0.006 0.190
H -0.615 -4.054 0.948 0.066 -0.079 -0.070 0.136
C -4.406 -0.957 3.376 -0.952 -0.357 1.283 -0.198
C -3.051 -1.535 3.697 0.101 -0.108 -0.593 -0.339
O -2.882 -2.892 3.199 -0.640 0.429 0.174 -0.462
O -4.765 -1.041 1.976 0.014 0.437 0.828 -0.330
H -4.473 0.062 3.765 0.425 0.243 -0.544 0.177
H -5.174 -1.481 3.960 0.051 -0.298 -0.222 0.476
H -2.986 -1.631 4.780 0.228 0.724 -0.001 0.588
H -2.284 -0.919 3.224 0.191 -0.106 0.404 0.019
H -2.527 -3.387 3.941 0.060 -0.504 -0.320 0.294
H -5.639 -0.633 1.907 0.064 -0.088 -0.439 0.219
C -1.512 1.548 1.896 -0.507 -1.242 0.842 -1.439
C -1.270 2.419 3.106 1.022 2.199 0.223 2.116
C -0.016 3.310 2.937 0.745 0.766 -1.189 -1.703
C -0.197 4.512 1.994 -0.721 0.249 0.217 0.758
C -1.393 5.370 2.404 -0.015 -0.556 0.009 -1.697
C -2.677 4.519 2.580 0.365 1.304 -0.922 1.635
N -2.357 3.373 3.425 -0.099 0.035 0.696 0.117
O -3.576 2.665 3.698 0.114 -0.293 -0.061 -0.443
C -3.663 5.453 3.292 -0.983 -0.712 0.469 -1.993
C -3.249 4.191 1.159 0.964 -0.471 0.741 -1.406
C -0.998 1.600 4.359 -0.478 -0.636 0.117 -2.025
H -2.394 0.965 2.194 -0.163 0.001 -0.593 0.067
H -0.703 0.815 1.845 0.097 0.109 -0.339 0.635
H -1.693 2.019 0.935 0.163 0.245 0.120 0.162
H 0.383 3.667 3.886 -0.296 -0.091 0.185 0.455
H 0.798 2.772 2.440 -0.104 -0.605 0.436 0.335
H -0.327 4.130 0.976 -0.086 0.082 -0.062 -0.704
H 0.673 5.169 1.956 0.258 -0.311 0.137 0.604
H -1.583 6.150 1.663 -0.119 -0.092 -0.087 0.433
H -1.210 5.906 3.338 0.243 -0.202 0.109 0.416
H -3.900 6.349 2.720 0.356 -0.026 -0.197 0.457
H -4.621 4.940 3.420 -0.009 0.028 -0.030 0.442
H -3.358 5.764 4.293 0.351 -0.092 -0.082 0.416
H -4.031 4.909 0.939 -0.157 -0.276 -0.361 0.428
H -2.434 4.256 0.435 -0.166 0.294 -0.178 0.209
H -3.549 3.145 1.105 -0.701 0.214 0.064 0.171
H -0.270 0.809 4.171 -0.062 -0.053 -0.136 0.341
H -1.936 1.155 4.708 0.146 -0.180 0.035 0.304
H -0.594 2.195 5.176 -0.139 0.237 -0.105 0.492
H -3.739 2.899 4.619 -0.080 -0.014 -0.078 0.360
C 5.358 3.729 -2.646 0.630 -0.416 -0.087 -2.018
C 4.189 3.708 -1.655 0.644 -0.475 -0.739 1.793
C 3.300 4.907 -1.982 -0.606 0.155 0.575 -1.454
C 1.908 4.864 -1.346 0.530 -0.309 -1.372 -0.164
C 1.226 3.626 -1.895 -0.431 0.185 1.494 -1.482
C 1.989 2.307 -1.618 -0.149 0.930 -0.487 1.863
N 3.419 2.466 -1.883 -0.640 0.977 -1.627 0.059
O 4.147 1.263 -1.887 -0.301 0.528 1.002 -0.338
C 1.803 1.805 -0.181 -1.322 -0.748 0.019 0.233
C 1.372 1.342 -2.634 1.178 -1.807 0.720 -1.570
C 4.806 3.773 -0.266 -0.347 0.137 0.921 -1.698
H 5.879 4.686 -2.589 -0.061 0.053 -0.009 0.415
H 5.099 3.526 -3.686 -0.449 0.199 0.088 0.408
H 6.086 2.953 -2.398 -0.024 0.059 0.147 0.383
H 3.723 5.863 -1.665 0.639 -0.256 -0.149 0.480
H 3.131 4.948 -3.060 0.248 -0.021 -0.058 0.416
H 1.414 5.719 -1.815 -0.329 0.244 0.856 0.439
H 1.963 4.888 -0.258 -0.241 0.194 -0.010 -0.002
H 0.964 3.785 -2.941 0.545 -0.248 -0.197 0.448
H 0.245 3.532 -1.410 0.016 -0.210 0.013 0.215
H 2.015 0.731 -0.118 0.380 0.065 -0.040 -0.625
H 2.348 2.311 0.613 0.164 0.258 -0.273 0.339
H 0.737 1.835 0.075 0.016 0.199 0.098 -0.324
H 1.567 1.593 -3.673 0.056 0.324 0.078 0.477
H 1.911 0.410 -2.416 -0.166 -0.190 -0.542 0.031
H 0.325 1.075 -2.504 -0.149 0.607 0.201 0.309
H 4.032 3.885 0.500 0.036 -0.056 0.029 0.235
H 5.492 4.610 -0.125 -0.049 0.099 -0.283 0.473
H 5.386 2.878 -0.029 -0.104 -0.100 -0.147 0.355
H 4.161 1.013 -0.945 0.340 -0.335 -0.259 0.360
C 1.808 -2.837 -0.193 -1.090 0.887 1.798 -1.907
C 2.850 -3.934 -0.336 0.314 -0.366 0.362 1.827
C 2.273 -5.170 -1.067 -0.760 0.739 -0.293 -0.548
C 2.002 -4.851 -2.542 0.491 -0.578 0.301 -0.513
C 3.327 -4.467 -3.201 -1.120 0.308 0.012 -1.338
C 4.043 -3.285 -2.501 -0.406 -0.620 -0.880 1.906
N 4.039 -3.462 -1.036 0.569 -1.360 -1.096 0.209
O 4.655 -2.367 -0.387 -0.274 0.209 -0.120 -0.404
C 5.489 -3.346 -3.002 0.661 0.937 0.723 -2.066
C 3.371 -2.006 -2.993 0.621 1.126 0.444 -1.497
C 3.320 -4.414 1.042 1.674 -0.307 0.603 -2.060
H 1.312 -2.846 0.790 0.121 -0.701 0.052 0.743
H 2.249 -1.843 -0.075 0.222 -0.011 -0.872 0.333
H 0.943 -2.847 -0.859 0.451 0.089 -0.590 0.216
H 2.932 -6.024 -0.920 0.118 0.005 -0.215 0.485
H 1.331 -5.378 -0.555 0.038 -0.187 0.132 -0.500
H 1.548 -5.655 -3.130 0.194 -0.416 0.391 0.473
H 1.243 -4.071 -2.647 0.318 0.380 0.185 0.166
H 2.990 -4.169 -4.197 0.762 0.249 -0.176 0.452
H 3.999 -5.316 -3.331 -0.108 -0.168 0.306 0.368
H 6.057 -4.200 -2.631 -0.403 -0.286 -0.018 0.457
H 6.022 -2.476 -2.601 0.035 0.089 -0.238 0.438
H 5.592 -3.305 -4.086 -0.289 -0.012 -0.034 0.383
H 2.385 -1.816 -2.569 -0.222 -0.468 -0.273 0.152
H 3.366 -1.969 -4.082 -0.260 -0.108 0.000 0.446
H 3.931 -1.116 -2.684 0.153 -0.162 0.031 0.156
H 2.594 -4.918 1.677 -0.437 0.536 -0.101 0.293
H 4.156 -5.128 1.003 -0.380 -0.376 -0.903 0.485
H 3.912 -3.660 1.571 -0.982 0.571 0.225 0.446
H 5.576 -2.647 -0.355 -0.007 0.096 0.208 0.367
```
Forces are in eV/Å.



Molecular formula: C4H12CrMnN3O11S
Method: DFT, ωB97M-V with the def2-TZVPD basis set

Computed properties:
Gap between HOMO and LUMO (spin up / spin down): 4.88 / 4.61 eV
E_tot: -101893.1030 eV
Multiplicity: 10
E_HOMO (spin up / spin down): -10.223 / -10.206 eV
Lowest unoccupied orbital energy (spin up / spin down): -5.34 / -5.59 eV
Charge: +1
ΔE to the lowest compared entry with this formula, charge and spin: 412.17 kJ/mol

```
33
Properties=species:S:1:pos:R:3:forces:R:3:lowdin_spin:R:1
Mn -4.001 -9.258 5.648 1.013 0.193 -1.807 4.766
Cr -0.912 -9.168 3.889 -2.586 2.137 -0.550 3.937
C -3.775 -10.079 2.515 2.189 -0.424 -1.123 0.009
O -3.070 -9.594 3.632 0.030 0.791 3.137 0.081
H -4.380 -9.377 1.940 -0.108 0.390 0.612 0.001
H -2.895 -10.285 1.905 -0.701 -0.676 -1.187 0.001
H -4.328 -11.009 2.645 -0.055 -0.037 0.421 0.000
S -2.260 -6.594 5.389 5.495 9.164 7.373 0.019
O -2.507 -5.187 5.108 -2.358 -1.674 -3.776 0.001
O -1.510 -6.353 6.645 0.255 -3.136 -0.040 0.012
O -3.359 -7.456 5.760 -4.663 -3.720 -0.184 0.100
O -1.353 -7.302 4.479 1.621 -3.608 -3.614 0.011
C 0.372 -8.332 -0.568 -1.059 -0.259 -1.273 0.001
N -0.380 -9.030 0.516 0.430 -2.777 -0.088 0.004
O -0.818 -10.127 0.187 -0.020 1.480 0.769 0.010
O -0.392 -8.641 1.688 0.132 0.527 -0.210 0.026
H 0.131 -8.959 -1.427 0.283 -0.064 0.077 0.000
H 1.451 -8.381 -0.420 -0.285 0.539 0.523 0.000
H -0.129 -7.399 -0.823 0.635 0.411 0.722 0.000
C -5.894 -12.808 4.697 0.281 -1.106 0.599 0.000
N -4.449 -12.878 4.990 2.009 -1.455 -0.933 0.001
O -3.905 -11.841 5.411 -0.013 -0.430 0.073 0.016
O -3.846 -13.939 4.714 -1.548 3.317 1.065 0.003
H -6.236 -13.746 5.136 -0.534 0.145 -0.163 0.000
H -5.960 -12.888 3.612 -0.341 0.373 0.137 0.000
H -6.314 -11.945 5.213 -0.025 -0.131 -0.519 0.001
C -6.626 -7.638 0.845 0.045 0.607 0.551 0.000
N -6.990 -6.336 1.465 -1.239 2.751 0.732 0.000
O -7.618 -5.519 0.787 1.062 -1.351 0.349 0.000
O -6.791 -6.159 2.675 0.319 -0.997 -1.567 0.000
H -5.694 -7.930 1.330 -0.408 -0.311 -0.004 0.000
H -6.500 -7.554 -0.235 -0.307 0.177 0.248 0.000
H -7.526 -8.171 1.151 0.453 -0.847 -0.352 0.000
```
Forces are in eV/Å.



charge of number 2 (C4H12CrMnN3O11S)? +1



Please write out number 2 again, unchanged.
Molecular formula: C4H12CrMnN3O11S
Method: DFT, ωB97M-V with the def2-TZVPD basis set

Computed properties:
Gap between HOMO and LUMO (spin up / spin down): 4.88 / 4.61 eV
E_tot: -101893.1030 eV
Multiplicity: 10
E_HOMO (spin up / spin down): -10.223 / -10.206 eV
Lowest unoccupied orbital energy (spin up / spin down): -5.34 / -5.59 eV
Charge: +1
ΔE to the lowest compared entry with this formula, charge and spin: 412.17 kJ/mol

```
33
Properties=species:S:1:pos:R:3:forces:R:3:lowdin_spin:R:1
Mn -4.001 -9.258 5.648 1.013 0.193 -1.807 4.766
Cr -0.912 -9.168 3.889 -2.586 2.137 -0.550 3.937
C -3.775 -10.079 2.515 2.189 -0.424 -1.123 0.009
O -3.070 -9.594 3.632 0.030 0.791 3.137 0.081
H -4.380 -9.377 1.940 -0.108 0.390 0.612 0.001
H -2.895 -10.285 1.905 -0.701 -0.676 -1.187 0.001
H -4.328 -11.009 2.645 -0.055 -0.037 0.421 0.000
S -2.260 -6.594 5.389 5.495 9.164 7.373 0.019
O -2.507 -5.187 5.108 -2.358 -1.674 -3.776 0.001
O -1.510 -6.353 6.645 0.255 -3.136 -0.040 0.012
O -3.359 -7.456 5.760 -4.663 -3.720 -0.184 0.100
O -1.353 -7.302 4.479 1.621 -3.608 -3.614 0.011
C 0.372 -8.332 -0.568 -1.059 -0.259 -1.273 0.001
N -0.380 -9.030 0.516 0.430 -2.777 -0.088 0.004
O -0.818 -10.127 0.187 -0.020 1.480 0.769 0.010
O -0.392 -8.641 1.688 0.132 0.527 -0.210 0.026
H 0.131 -8.959 -1.427 0.283 -0.064 0.077 0.000
H 1.451 -8.381 -0.420 -0.285 0.539 0.523 0.000
H -0.129 -7.399 -0.823 0.635 0.411 0.722 0.000
C -5.894 -12.808 4.697 0.281 -1.106 0.599 0.000
N -4.449 -12.878 4.990 2.009 -1.455 -0.933 0.001
O -3.905 -11.841 5.411 -0.013 -0.430 0.073 0.016
O -3.846 -13.939 4.714 -1.548 3.317 1.065 0.003
H -6.236 -13.746 5.136 -0.534 0.145 -0.163 0.000
H -5.960 -12.888 3.612 -0.341 0.373 0.137 0.000
H -6.314 -11.945 5.213 -0.025 -0.131 -0.519 0.001
C -6.626 -7.638 0.845 0.045 0.607 0.551 0.000
N -6.990 -6.336 1.465 -1.239 2.751 0.732 0.000
O -7.618 -5.519 0.787 1.062 -1.351 0.349 0.000
O -6.791 -6.159 2.675 0.319 -0.997 -1.567 0.000
H -5.694 -7.930 1.330 -0.408 -0.311 -0.004 0.000
H -6.500 -7.554 -0.235 -0.307 0.177 0.248 0.000
H -7.526 -8.171 1.151 0.453 -0.847 -0.352 0.000
```
Forces are in eV/Å.



E_tot of number 2 (C4H12CrMnN3O11S)? -101893.1030 eV



Among the records above, which one has the highest ΔE to the lowest compared entry with this formula, charge and spin? C4H12CrMnN3O11S